No. 1
Formula: C35H43ClP2Si2Zn
Source: the Open Molecules 2025 dataset
Level of theory: ωB97M-V/def2-TZVPD

Structure (ORCA input):
```
! wB97M-V def2-TZVPD RIJCOSX def2/J DEFGRID3
* xyz 0 1
Zn 0.04272 -1.28777 2.40482
Cl 1.06365 0.30256 0.82366
P 0.77394 2.89967 5.33977
P 1.85187 -1.00000 3.75446
Si 0.27276 0.33561 -1.50811
Si -0.58259 -0.13776 -3.73875
C 2.45321 3.37049 5.94138
C 0.15660 -2.80668 -6.76123
C -2.04462 -1.47184 -1.35042
C 0.14803 -1.56720 -4.67140
C -2.05908 1.65550 -0.36553
C -1.72868 -2.49849 4.21118
C 1.05056 -3.72652 -6.21174
C -1.89861 -3.87302 -1.04737
C 1.07547 -2.47041 -4.13440
C 1.20079 1.78614 3.90095
C -2.98808 2.70794 -0.34078
C 0.49864 3.75951 -6.12771
C 1.51549 -3.55662 -4.90550
C -0.80354 3.51592 -5.69052
C 2.32415 0.75667 4.10319
C 0.05411 -2.47017 -0.72900
C -0.56843 3.00402 -1.69762
C -2.34836 -0.41337 3.45389
C 3.31760 -1.74455 2.95603
C 1.21751 1.66156 -5.13569
C -0.55109 -3.73490 -0.71257
C 1.50973 2.83477 -5.84804
C -2.65448 -2.73696 -1.32674
C -2.10926 -1.22875 2.29927
C -0.29410 -1.72369 -5.99616
C -2.10862 -1.19544 4.60902
C -0.65284 -1.32940 -1.15162
C -0.09596 1.41281 -4.70274
C -1.10237 2.35248 -4.97432
C 1.74249 -1.78610 5.39124
C 0.32532 1.60700 6.58279
C -0.88723 1.76528 -1.12950
C -1.49185 4.05408 -1.67961
C -2.71428 3.89800 -1.02012
C -1.70981 -2.55129 2.77868
H 3.19981 -2.83882 2.95022
H 1.69508 0.59038 -1.60345
H -1.66335 -3.44391 2.15668
H -2.27309 0.74623 0.20538
H 4.23115 -1.47801 3.50873
H -2.04111 -0.24963 -3.85218
H 3.15405 0.98552 3.41629
H 2.01006 0.94602 -4.91501
H -2.44272 -1.02525 1.28286
H -2.30538 -0.88386 5.63498
H -0.98961 -1.00032 -6.42563
H 1.19046 1.01082 6.90006
H 2.48591 3.31430 7.03432
H -3.92512 2.58621 0.20357
H 1.48279 2.46775 3.08201
H 2.60031 4.41572 5.64316
H 2.69896 -1.68573 5.92402
H 1.51122 -2.84893 5.25205
H 2.21851 -4.26816 -4.47813
H 1.39232 -4.57646 -6.80898
H -2.36035 -4.86756 -1.06925
H -2.75975 0.59742 3.43389
H -3.71893 -2.82935 -1.55220
H 3.24765 2.75987 5.49687
H 0.93828 -1.32873 5.98215
H 1.45666 -2.32858 -3.12117
H 0.04476 -4.61042 -0.44813
H 1.10014 -2.37480 -0.42594
H -2.11587 2.17103 -4.61761
H 3.39346 -1.38756 1.91893
H -1.59693 4.23693 -5.89675
H -0.08080 2.14052 7.45165
H -3.44675 4.71187 -1.02232
H -0.45770 0.95005 6.18075
H 2.73025 0.76749 5.12525
H -2.66910 -0.60391 -1.58043
H -1.25686 4.98602 -2.19378
H 0.72700 4.66722 -6.69104
H 2.52950 3.02395 -6.17991
H 0.24280 1.31696 3.61548
H -0.20076 -2.92201 -7.78333
H -1.57419 -3.34475 4.87337
H 0.39641 3.13540 -2.20061
*
```

The orbital gap is 6.9 eV. The calculation puts the energy relative to the best compared isomer or geometry (same formula, charge and spin) at 0.0 kcal per mole.

Atomic partial charges in e from the Löwdin method, atoms 1 to 8: number 1, Zn, carries 0.50; number 2, Cl, carries 0.22; number 3, P, carries 0.86; number 4, P, carries 0.79; number 5, Si, carries 0.39; number 6, Si, carries 0.68; number 7, C, carries -0.31; number 8, C, carries -0.09



No. 2
Formula: C7H16ClNO
Source: the Open Molecules 2025 dataset
Level of theory: ωB97M-V/def2-TZVPD

Structure (ORCA input):
```
! wB97M-V def2-TZVPD RIJCOSX def2/J DEFGRID3
* xyz 0 1
Cl -1.84325 -0.01803 -2.64206
O -1.41745 2.01583 -1.13068
N 0.09807 0.06991 -0.68570
C -0.17792 -1.33012 -0.45569
C 0.98568 -2.32066 -0.24809
C -0.16836 1.69198 1.27189
C 1.84586 1.53549 -0.04215
C 0.70540 0.70139 0.57731
C -1.44154 0.70655 -1.08462
C -1.21576 -1.69312 0.68445
H 0.63185 -3.29396 -0.36773
H -0.70207 -1.65264 -1.41026
H -1.46522 -2.68322 0.49075
H -2.07440 0.35171 -0.27890
H -1.26397 1.40040 1.39096
H -2.10488 -1.14587 0.59954
H -0.72181 -1.59685 1.64327
H -0.20236 2.60947 0.74520
H 1.34015 2.34490 -0.57477
H 1.16558 -0.13644 1.25091
H -0.70133 2.30044 -1.59800
H 1.50309 -2.30533 0.68636
H 2.49581 1.92422 0.69581
H 0.48348 1.78883 2.22460
H 2.39504 0.97452 -0.77925
H 1.85031 -2.23939 -0.96312
*
```

The orbital gap is 9.6 eV. The calculation puts the energy relative to the best compared isomer or geometry (same formula, charge and spin) at 0.0 kcal per mole.

Atomic partial charges in e from the Löwdin method, atoms 1 to 8: number 1, Cl, carries 0.70; number 2, O, carries 0.00; number 3, N, carries -0.05; number 4, C, carries -0.47; number 5, C, carries -0.07; number 6, C, carries -0.09; number 7, C, carries -0.07; number 8, C, carries -0.40



No. 3
Formula: C6H2Cl3O2P
Source: the Open Molecules 2025 dataset
Level of theory: ωB97M-V/def2-TZVPD

Structure (ORCA input):
```
! wB97M-V def2-TZVPD RIJCOSX def2/J DEFGRID3
* xyz 0 1
Cl -1.36588 -3.05893 -1.14874
Cl 0.51859 -1.56604 -3.09759
Cl 1.72880 1.18553 -2.16277
P 0.83532 2.43591 0.92335
O -0.39157 2.24015 1.99132
O -0.81682 0.83213 2.08263
C -0.63340 -1.57808 -0.59743
C 0.69491 0.32293 -1.11468
C -0.98061 -1.04581 0.68166
C 0.37214 0.91088 0.07055
C 0.17308 -0.94171 -1.49435
C -0.52089 0.20445 0.94673
H -1.63391 -1.70296 1.26927
H 2.02025 1.76156 1.65004
*
```

The orbital gap is 9.2 eV. The calculation puts the energy relative to the best compared isomer or geometry (same formula, charge and spin) at 0.0 kcal per mole.

Atomic partial charges in e from the Löwdin method, atoms 1 to 8: number 1, Cl, carries 0.68; number 2, Cl, carries 0.65; number 3, Cl, carries 0.71; number 4, P, carries 0.96; number 5, O, carries -0.36; number 6, O, carries 0.00; number 7, C, carries -0.65; number 8, C, carries -0.70



No. 4
Formula: C49H35N2O6
Source: the Open Molecules 2025 dataset
Level of theory: ωB97M-V/def2-TZVPD

Structure (ORCA input):
```
! wB97M-V def2-TZVPD RIJCOSX def2/J DEFGRID3
* xyz 1 1
O -6.76243 3.47614 -1.05804
O 1.86034 3.21846 -5.08576
O 0.70736 -0.52982 1.75921
O 5.57430 1.37161 2.88079
O 2.27556 -1.48423 -7.58732
O -1.48670 2.65628 -0.90188
N -2.32398 -7.40564 4.62410
N -1.26402 -4.65174 5.30368
C 2.49452 0.95844 -4.94764
C 2.12482 2.71834 -0.46855
C -1.04809 -3.35541 5.00345
C -5.88367 0.94764 -0.25800
C 2.36815 1.06412 1.25725
C 1.18653 3.14747 -7.79961
C 4.08289 -1.75865 5.21419
C -3.23832 4.14118 -1.41119
C 1.03272 1.83258 -9.80899
C 2.88734 1.07462 -3.62065
C 3.88138 -0.16448 3.42638
C -4.01022 -0.51587 0.11380
C 1.62438 1.63138 0.22920
C 3.02662 -1.39272 -4.89565
C -3.13751 0.50085 -0.23702
C 3.63189 1.57864 1.57006
C -2.87038 6.36782 -2.23643
C -2.36779 5.15981 -1.78158
C -5.56496 3.28136 -1.05215
C -0.89438 -2.85619 7.34981
C 3.37096 3.24465 -0.14227
C -5.01260 1.96663 -0.62446
C 4.45779 0.96403 2.64196
C -3.63446 1.74711 -0.60265
C 0.88748 3.04880 -9.14862
C 1.80417 -0.07259 2.02531
C -1.32801 -5.12032 6.54789
C -4.24517 6.56376 -2.32475
C 1.46315 0.71236 -9.11680
C 1.98297 2.15723 -5.66488
C -5.11713 5.55783 -1.94089
C 2.06557 -1.67011 3.90616
C 1.75954 0.80413 -7.76200
C 4.12561 2.67251 0.87089
C 4.62253 -0.73109 4.45769
C 1.63209 2.02972 -7.10379
C -1.12994 -4.20749 7.58558
C 2.79904 -2.22383 4.94278
C -4.61856 4.34641 -1.47764
C 2.57786 -0.27652 -5.59234
C 2.20712 -0.40937 -7.02772
C 3.34957 -0.03566 -2.93420
C -0.87471 -2.42920 5.99690
C -1.41325 -7.59093 5.77036
C -5.38371 -0.29046 0.11034
C -1.61026 -6.56686 6.91212
C -2.68714 2.83563 -0.96444
C 2.60451 -0.64406 3.14290
C 3.41076 -1.27239 -3.56977
H -1.16771 -4.53779 8.62608
H 1.07018 -2.03491 3.69393
H 1.54080 3.16094 -1.26608
H -1.38266 -5.28248 4.51543
H 1.57215 -0.23291 -9.63212
H -1.02777 -2.99131 3.97454
H -6.18595 5.71396 -2.00554
H -6.06431 -1.08449 0.39141
H 2.37378 -3.02139 5.54172
H -0.88338 -6.83713 7.70083
H -4.63572 7.50422 -2.69212
H 3.76424 -2.14206 -3.02989
H -1.73357 -7.20479 3.81739
H 3.75464 4.10169 -0.68139
H -0.72691 -1.37959 5.74250
H -2.80284 -8.26492 4.37624
H -2.60019 -6.62378 7.39541
H -2.19097 7.15846 -2.52866
H -2.06963 0.32324 -0.23024
H -1.29835 5.00768 -1.71891
H -0.34518 -7.63121 5.48748
H 4.65955 -2.19601 6.01940
H 5.09661 3.08055 1.11929
H 3.66155 0.06056 -1.90075
H 1.07752 4.09514 -7.28882
H -0.76575 -2.14057 8.16208
H -1.62769 -8.58104 6.21080
H 0.54427 3.92140 -9.68989
H 0.80735 1.75985 -10.86542
H -3.62144 -1.48755 0.39273
H 0.65216 1.23063 -0.02645
H 5.61858 -0.36625 4.67183
H 3.07969 -2.35369 -5.39039
H 2.83678 2.03328 -3.12253
H -6.95193 1.12034 -0.26502
*
```

The orbital gap is 6.8 eV.

Atomic partial charges in e from the Löwdin method, atoms 1 to 8: number 1, O, carries 0.11; number 2, O, carries 0.10; number 3, O, carries 0.09; number 4, O, carries 0.12; number 5, O, carries 0.11; number 6, O, carries 0.09; number 7, N, carries -0.01; number 8, N, carries 0.16



No. 5
Formula: C15H12Cl2FNO2S2
Source: the Open Molecules 2025 dataset
Level of theory: ωB97M-V/def2-TZVPD

Structure (ORCA input):
```
! wB97M-V def2-TZVPD RIJCOSX def2/J DEFGRID3
* xyz 0 1
Cl 4.25119 1.74083 1.71069
Cl 1.31333 1.96956 2.61895
S -1.43359 -2.09426 -1.37945
S 0.71163 -4.34992 -0.02029
F -0.55968 -4.73209 -0.85453
O 0.53794 -4.87877 1.28689
O 1.84446 -4.87208 -0.69573
N -0.66494 0.78421 -0.64181
C 0.82623 -2.58666 0.14563
C -4.32162 1.24425 -0.50893
C -2.97028 1.48344 -0.43910
C 1.28357 0.10608 0.59872
C 3.02421 3.55908 0.15545
C 0.17334 -0.27385 -0.14081
C 1.56044 1.57486 0.86830
C -2.58922 -0.76963 -0.99945
C -2.06528 0.46090 -0.69012
C -4.81752 -0.01720 -0.80032
C -0.03458 -1.63011 -0.37737
C -3.94043 -1.05016 -1.04951
C 2.98412 2.02962 0.44251
C 1.91572 -2.16265 0.88033
C 2.17326 -0.83465 1.10149
H -5.06421 2.02220 -0.34528
H 3.49639 4.07869 0.99642
H -0.36757 0.95255 -1.60527
H 3.65412 3.78575 -0.71299
H 0.85342 2.21324 0.33756
H 2.02207 3.98012 0.01421
H -5.89155 -0.18172 -0.85376
H -4.25121 -2.06221 -1.30080
H 2.60488 -2.91423 1.26529
H -2.63411 2.49217 -0.20511
H 3.06382 -0.59475 1.67190
H 3.31166 1.52739 -0.47372
*
```

The orbital gap is 8.7 eV.

Atomic partial charges in e from the Löwdin method, atoms 1 to 8: number 1, Cl, carries 0.59; number 2, Cl, carries 0.62; number 3, S, carries 1.07; number 4, S, carries 0.63; number 5, F, carries -0.18; number 6, O, carries -0.24; number 7, O, carries -0.24; number 8, N, carries 0.07



No. 6
Formula: C4H7NO
Source: the Open Molecules 2025 dataset
Level of theory: ωB97M-V/def2-TZVPD

Structure (ORCA input):
```
! wB97M-V def2-TZVPD RIJCOSX def2/J DEFGRID3
* xyz 0 1
O 0.26756 1.26219 0.73515
N 0.93326 -0.90981 -0.96212
C 0.04185 0.42536 1.84439
C 0.10417 -0.08268 -1.82548
C -0.43912 -0.61456 -0.55404
C -0.87352 0.54767 0.27502
H 0.29680 0.99046 -1.82674
H -1.05376 0.01304 1.58528
H 0.74893 -0.39991 1.93768
H 1.58637 -0.31232 -0.45735
H -1.11978 -1.46265 -0.57239
H -0.17649 0.99475 2.74883
H -0.23316 -0.50191 -2.76697
*
```

The orbital gap is 9.4 eV. The calculation puts the energy relative to the best compared isomer or geometry (same formula, charge and spin) at 143.2 kcal per mole.

Atomic partial charges in e from the Löwdin method, atoms 1 to 8: number 1, O, carries -0.15; number 2, N, carries 0.04; number 3, C, carries -0.12; number 4, C, carries -0.14; number 5, C, carries -0.35; number 6, C, carries -0.08; number 7, H, carries 0.11; number 8, H, carries 0.11



No. 7
Formula: C2H4OS2
Source: the Open Molecules 2025 dataset
Level of theory: ωB97M-V/def2-TZVPD

Structure (ORCA input):
```
! wB97M-V def2-TZVPD RIJCOSX def2/J DEFGRID3
* xyz 0 1
S -1.84862 -0.01490 -0.14073
S 2.54083 -0.26612 -0.05663
O 0.84440 1.51112 -0.14576
C 0.97542 0.16922 -0.11179
C -0.16538 -0.74208 -0.14494
H 0.02619 -1.44535 0.61756
H -0.06737 1.77660 -0.04471
H -2.09662 0.17733 1.21373
H -0.20885 -1.16580 -1.18672
*
```

The orbital gap is 9.0 eV. The calculation puts the energy relative to the best compared isomer or geometry (same formula, charge and spin) at 11.2 kcal per mole.

Atomic partial charges in e from the Löwdin method, atoms 1 to 8: number 1, S, carries 0.72; number 2, S, carries 0.73; number 3, O, carries -0.05; number 4, C, carries -0.96; number 5, C, carries -0.55; number 6, H, carries 0.07; number 7, H, carries 0.05; number 8, H, carries -0.10



No. 8
Formula: C3H10N3
Source: the Open Molecules 2025 dataset
Level of theory: ωB97M-V/def2-TZVPD

Structure (ORCA input):
```
! wB97M-V def2-TZVPD RIJCOSX def2/J DEFGRID3
* xyz 1 1
N -0.75957 0.02365 -1.37904
N -2.86427 -0.34990 -1.92715
N 0.62665 0.66758 -0.15048
C 2.23012 0.09584 1.64465
C 0.88758 -0.27509 0.95478
C -1.92497 -0.14325 -0.98575
H 2.90249 -0.77428 1.70317
H 0.50644 1.72726 -0.07541
H 2.73864 0.99188 1.07393
H -2.56463 -0.56044 -2.91194
H 1.87754 0.55872 2.56802
H -2.31647 -0.14388 0.05872
H 1.30295 0.64320 -0.98871
H -3.64570 -0.86038 -1.53196
H 0.94464 -1.25035 0.36229
H 0.05857 -0.35057 1.58489
*
```

The orbital gap (spin up / spin down) is 9.4 / 9.4 eV. The calculation puts the energy relative to the best compared isomer or geometry (same formula, charge and spin) at 104.3 kcal per mole.

Atomic partial charges in e from the Löwdin method, atoms 1 to 8: number 1, N, carries 0.19; number 2, N, carries 0.12; number 3, N, carries 0.04; number 4, C, carries -0.06; number 5, C, carries -0.24; number 6, C, carries -0.34; number 7, H, carries 0.09; number 8, H, carries 0.18